The following is a DFT calculation (the ωB97M-V functional and the def2-TZVPD basis) of the ion C8H13F2N2 with charge +1 in a non-equilibrium geometry.

Geometry (Å):
1 C -0.46 -1.06 0.04
2 C 0.53 -1.01 -0.82
3 C -0.59 0.39 0.32
4 C -1.09 -2.23 0.60
5 C -1.41 0.68 2.65
6 C 2.43 0.64 -0.64
7 C 0.83 0.54 -2.62
8 C -1.55 1.10 1.23
9 N 0.22 1.18 -0.36
10 N 1.05 0.35 -1.16
11 F 1.18 -2.13 -1.55
12 F -1.26 2.43 1.15
13 H -2.10 -1.91 0.90
14 H -0.49 -2.71 1.48
15 H -1.14 -3.01 -0.07
16 H -2.08 1.22 3.28
17 H -1.52 -0.47 2.79
18 H -0.39 0.92 2.93
19 H 2.87 1.21 -1.42
20 H 2.43 1.31 0.21
21 H 2.87 -0.37 -0.62
22 H -0.18 0.81 -2.78
23 H 1.43 1.45 -2.98
24 H 1.03 -0.41 -3.21
25 H -2.59 1.07 0.67

Computed properties:
- total charge = +1
- ΔE to the lowest compared entry with this formula, charge and spin (kcal per mole) = 40.35
- LUMO energy (eV) = -4.20
- total energy (a.u.) = -621.5049
- HOMO (eV) = -14.71
- strongest force on any atom (eV Å⁻¹) = 5.29
- structure (SMILES) = CC1=C(F)[N+](C)(C)N=C1[C@@H](C)F

The following is a DFT calculation (the ωB97M-V functional and the def2-TZVPD basis) of the ion C8H13IN3 with charge +1 in a non-equilibrium geometry.

Geometry (Å):
1 C 2.39 0.57 0.20
2 C 1.41 1.02 -0.70
3 C 0.89 -1.08 1.01
4 C 2.09 -0.46 1.08
5 C 0.17 0.37 -0.61
6 C 2.89 -0.72 2.34
7 C -2.13 -0.29 -1.75
8 C -1.12 0.82 -1.18
9 N -0.06 -0.65 0.18
10 N -2.02 1.41 0.11
11 N -2.51 -1.32 -0.66
12 I -1.05 2.31 -2.78
13 H 3.42 0.86 0.13
14 H 1.54 1.86 -1.35
15 H 0.55 -1.97 1.66
16 H 2.36 -1.59 2.97
17 H 3.86 -1.06 2.10
18 H 3.10 0.25 2.80
19 H -3.03 0.25 -2.18
20 H -1.60 -0.68 -2.63
21 H -1.43 1.93 0.73
22 H -2.66 1.94 -0.36
23 H -3.12 -0.83 -0.06
24 H -0.99 -0.89 0.11
25 H -2.96 -2.07 -1.18

Computed properties:
- total charge = +1
- ΔE to the lowest compared entry with this formula, charge and spin (kcal per mole) = 16.80
- LUMO energy (eV) = -4.22
- total energy (a.u.) = -774.3119
- HOMO (eV) = -12.98
- strongest force on any atom (eV Å⁻¹) = 5.67
- structure (SMILES) = Cc1ccc([C@@](N)(I)CN)[nH+]c1

The following is a DFT calculation (the ωB97M-V functional and the def2-TZVPD basis) of a cluster of 2 separate species, C8H13INO3P in total in a non-equilibrium geometry.

Geometry (Å):
1 O 2.03 1.56 3.07
2 C 1.81 1.14 1.95
3 O 1.20 1.86 0.96
4 C 1.86 1.37 -0.23
5 C 1.74 -0.14 -0.10
6 C 2.14 -0.26 1.38
7 P 3.77 -1.02 1.75
8 O 3.54 -1.04 3.37
9 I 5.33 0.89 1.44
10 H 1.55 1.84 -1.14
11 H 2.91 1.58 -0.06
12 H 0.74 -0.53 -0.15
13 H 2.38 -0.61 -0.84
14 H 1.44 -0.92 1.90
15 H 4.39 -1.05 3.82
16 C -3.33 -0.59 -2.80
17 C -3.84 -0.10 -1.45
18 C -2.71 0.10 -0.43
19 C -1.99 -1.14 -0.17
20 N -1.44 -2.13 0.02
21 H -2.85 -1.57 -2.72
22 H -4.16 -0.70 -3.50
23 H -2.62 0.11 -3.23
24 H -4.56 -0.82 -1.05
25 H -4.36 0.84 -1.58
26 H -3.10 0.47 0.51
27 H -1.99 0.84 -0.80

Computed properties:
- total charge = 0
- ΔE to the lowest compared entry with this formula, charge and spin (kcal per mole) = 0.00
- LUMO energy (eV) = 0.18
- total energy (a.u.) = -1232.1831
- HOMO (eV) = -8.97
- strongest force on any atom (eV Å⁻¹) = 2.06
- structure (SMILES) = O=C1OCC[C@H]1P(O)I.CCCC#N

The following is a DFT calculation (the ωB97M-V functional and the def2-TZVPD basis) of an isolated molecule of C8H13N in a non-equilibrium geometry.

Geometry (Å):
1 C 2.30 0.51 -0.08
2 C 2.06 -0.91 -0.03
3 C 0.57 -0.57 -0.39
4 C 0.82 0.74 0.35
5 C -0.46 1.58 -0.01
6 C -1.58 0.69 0.18
7 C -1.79 -0.31 -0.87
8 C -1.24 -0.69 1.11
9 H 3.02 0.91 0.47
10 H 2.57 0.97 -1.11
11 H 2.60 -1.71 -0.72
12 H 2.09 -1.05 1.09
13 H 0.39 -0.03 -1.49
14 H 0.87 0.40 1.33
15 H -0.54 2.54 0.56
16 H -0.16 2.01 -1.09
17 H -2.46 1.29 0.42
18 H -1.61 0.00 -1.85
19 H -3.04 -0.54 -0.82
20 H -0.21 -0.84 1.69
21 H -2.16 -0.87 1.40
22 N -0.79 -1.33 -0.20

Computed properties:
- total charge = 0
- ΔE to the lowest compared entry with this formula, charge and spin (kcal per mole) = 157.77
- LUMO energy (eV) = 1.07
- total energy (a.u.) = -367.1257
- HOMO (eV) = -8.53
- strongest force on any atom (eV Å⁻¹) = 7.95
- structure (SMILES) = C1C[C@@H]2[C@@H]1CC1CN2C1

The following is a DFT calculation (the ωB97M-V functional and the def2-TZVPD basis) of an isolated molecule of C8H13N in a non-equilibrium geometry.

Geometry (Å):
1 C 0.99 2.60 -0.53
2 C 0.14 1.62 0.25
3 C 0.67 0.30 0.68
4 C 0.51 -0.92 1.55
5 C 0.39 -2.02 0.48
6 C 0.04 -1.94 -0.82
7 C -0.33 -0.62 -1.53
8 C -0.49 0.37 -0.31
9 H 1.51 3.19 0.24
10 H 1.78 2.05 -1.09
11 H 0.43 3.28 -1.14
12 H -0.53 1.98 1.02
13 H 1.61 0.20 0.12
14 H 1.36 -1.17 2.18
15 H -0.36 -0.89 2.20
16 H 0.60 -2.99 0.94
17 H 0.15 -2.88 -1.42
18 H -1.28 -0.75 -2.04
19 H 0.43 -0.28 -2.25
20 H -2.51 0.30 -0.42
21 H -2.00 0.81 1.00
22 N -1.81 0.12 0.30

Computed properties:
- total charge = 0
- ΔE to the lowest compared entry with this formula, charge and spin (kcal per mole) = 61.12
- LUMO energy (eV) = 1.03
- total energy (a.u.) = -367.2797
- HOMO (eV) = -8.16
- strongest force on any atom (eV Å⁻¹) = 2.11
- structure (SMILES) = C[C@@H]1[C@H]2CC=CC[C@]12N

The following is a DFT calculation (the ωB97M-V functional and the def2-TZVPD basis) of an isolated molecule of C8H13N in a non-equilibrium geometry.

Geometry (Å):
1 C 3.31 -0.38 -0.46
2 C 2.85 0.29 0.82
3 C 2.19 0.62 -0.48
4 C 0.86 0.33 -0.71
5 C 0.12 -0.38 0.15
6 C -1.28 -0.94 -0.03
7 C -2.62 1.07 0.20
8 C -3.56 -0.07 -0.03
9 H 4.25 -0.40 -1.01
10 H 3.03 -1.45 -0.43
11 H 3.30 1.05 1.46
12 H 2.41 -0.36 1.54
13 H 2.50 1.54 -0.96
14 H 0.51 0.47 -1.80
15 H 0.40 -0.51 1.11
16 H -1.83 -1.21 0.92
17 H -1.14 -1.91 -0.52
18 H -2.18 1.22 1.18
19 H -2.74 1.93 -0.43
20 H -3.86 -0.67 0.92
21 H -4.34 -0.16 -0.79
22 N -2.19 -0.07 -0.65

Computed properties:
- total charge = 0
- ΔE to the lowest compared entry with this formula, charge and spin (kcal per mole) = 99.69
- LUMO energy (eV) = 1.18
- total energy (a.u.) = -367.2183
- HOMO (eV) = -8.80
- strongest force on any atom (eV Å⁻¹) = 5.26
- structure (SMILES) = C(=C\C1CC1)/CN1CC1